{"formula": "C22H49N2O11S4", "method": "ωB97M-V/def2-TZVPD", "e_tot_ha": -3396.7897, "charge": 1, "elements": ["C", "C", "O", "N", "H", "H", "C", "H", "H", "H", "H", "H", "H", "C", "C", "O", "N", "H", "H", "C", "H", "H", "H", "H", "H", "H", "O", "H", "C", "C", "C", "S", "O", "O", "C", "H", "H", "H", "H", "H", "H", "H", "H", "C", "C", "C", "S", "O", "O", "C", "H", "H", "H", "H", "H", "H", "H", "H", "C", "C", "C", "S", "O", "O", "C", "H", "H", "H", "H", "H", "H", "H", "H", "C", "C", "C", "S", "O", "O", "C", "H", "H", "H", "H", "H", "H", "H", "H"], "xyz": [[-40.94409, -1.93109, -16.74449], [-41.11477, -2.02560, -15.31241], [-41.57162, -1.02597, -14.59437], [-41.16468, -3.40594, -14.62147], [-40.73290, -4.05319, -15.17360], [-40.64048, -3.22730, -13.84359], [-42.38497, -3.83246, -14.10958], [-40.18880, -1.17319, -16.99563], [-41.85275, -1.62463, -17.05975], [-40.80929, -2.85482, -17.23739], [-42.94690, -4.49945, -14.91501], [-42.98132, -3.04636, -13.83727], [-42.29489, -4.61497, -13.34316], [-37.62203, -6.81948, -12.43441], [-38.04018, -6.85685, -13.77849], [-38.23842, -7.89469, -14.39951], [-38.32979, -5.49146, -14.45465], [-38.93990, -5.67152, -15.29086], [-38.81686, -4.97479, -13.77043], [-37.14557, -4.87585, -14.95289], [-38.19695, -6.08698, -11.72816], [-36.65625, -6.47318, -12.31675], [-37.69277, -7.73523, -11.80852], [-36.54360, -4.46460, -14.21599], [-37.51765, -4.17044, -15.53677], [-36.48659, -5.63995, -15.56394], [-40.25239, -5.21458, -16.23065], [-39.84884, -5.65050, -16.95367], [-42.76675, -7.30079, -14.85002], [-41.70304, -7.85438, -13.84703], [-42.43751, -8.64677, -12.91890], [-43.64545, -9.45348, -13.79242], [-44.94967, -9.13732, -13.25215], [-43.25114, -10.78677, -14.13986], [-43.65688, -8.44748, -15.23147], [-42.21233, -6.79851, -15.53140], [-43.33156, -6.51139, -14.42251], [-41.11903, -6.98222, -13.45556], [-40.86450, -8.53194, -14.20353], [-42.90806, -7.94249, -12.25328], [-41.96375, -9.40311, -12.40898], [-44.75641, -8.24993, -15.59961], [-43.17161, -9.12381, -16.12400], [-39.69122, -10.09485, -16.70733], [-39.77176, -11.02098, -17.75578], [-39.23484, -10.60113, -18.99296], [-39.53400, -8.78969, -18.96788], [-40.74348, -8.53333, -19.82778], [-38.26813, -8.14216, -19.35104], [-39.99906, -8.64866, -17.24002], [-38.83465, -10.10055, -16.17555], [-40.33137, -10.24708, -16.02276], [-40.69981, -11.62461, -18.02354], [-39.17278, -11.80641, -17.45171], [-39.74485, -10.96058, -19.80877], [-38.17541, -10.63725, -18.92766], [-40.89891, -8.37774, -16.87300], [-39.52034, -7.82752, -16.67132], [-43.90799, -4.41114, -20.37269], [-42.83641, -5.46476, -19.96951], [-42.69491, -5.27477, -18.53493], [-44.32457, -4.97761, -17.95224], [-44.18521, -4.22414, -16.73131], [-44.95631, -6.24854, -18.03390], [-44.84537, -3.99616, -19.19378], [-44.50874, -4.66050, -21.13792], [-43.29396, -3.49382, -20.70593], [-41.86816, -5.41345, -20.49040], [-43.14248, -6.61437, -20.29529], [-42.08937, -4.47054, -18.19047], [-41.97791, -6.28308, -18.29118], [-44.56083, -3.15255, -18.88330], [-45.80419, -4.20548, -19.47773], [-39.12763, -4.48701, -19.93707], [-38.27564, -4.80983, -18.76674], [-36.87818, -4.82103, -18.93885], [-36.67254, -4.11988, -20.51770], [-36.22905, -5.20605, -21.38283], [-35.98498, -2.87040, -20.66824], [-38.22671, -3.60971, -20.93720], [-40.01673, -3.99723, -19.59279], [-39.52138, -5.54902, -20.24646], [-38.56820, -5.73437, -18.25774], [-38.57822, -4.00283, -18.05075], [-36.46248, -5.65573, -18.97537], [-36.34553, -4.20251, -18.21865], [-38.42363, -3.75192, -22.11020], [-38.03019, -2.66645, -20.75204]], "forces_ev_per_a": [[3.00, -0.32, 0.37], [-4.62, 5.26, 4.72], [3.27, -6.11, -3.56], [0.05, 4.55, -0.41], [1.92, -3.39, -3.20], [2.31, 0.69, 2.64], [-3.84, -5.34, -1.88], [-0.24, -0.27, -0.02], [-3.08, 1.56, -1.16], [0.81, -1.18, -0.29], [1.03, 2.02, 1.19], [-1.44, 1.84, 0.92], [0.52, 0.76, 0.29], [-1.90, 0.81, 5.15], [-1.87, -3.17, -3.24], [0.50, 3.23, 0.84], [0.93, -4.25, 1.01], [-1.88, 0.44, -0.55], [-0.69, 1.09, 0.72], [3.04, -3.71, -0.55], [0.59, -0.79, -1.63], [2.38, 0.77, -0.03], [0.02, 0.08, -1.28], [1.08, 0.72, 1.56], [-0.90, 3.41, -3.10], [-1.58, 1.46, 1.11], [0.29, 0.40, 1.99], [0.17, -0.39, -1.31], [0.33, -1.41, 1.48], [2.90, 1.24, -2.13], [-1.00, 1.27, 2.58], [-4.16, -0.37, -2.04], [0.36, -0.83, 1.04], [0.38, -0.32, 0.54], [0.05, -1.42, -4.35], [1.37, 1.15, -3.14], [-0.75, 0.49, 1.10], [-0.63, -0.59, 0.29], [-1.03, 0.93, -0.87], [-0.65, -0.26, 0.68], [1.52, -1.45, 1.45], [2.29, -0.14, 1.10], [-0.98, 1.68, 2.10], [0.91, 5.22, -2.65], [-2.88, -5.39, -1.16], [1.53, 3.88, 0.04], [-1.77, 0.57, -3.66], [2.28, -0.02, 1.98], [-1.49, -0.10, 1.24], [3.76, -0.67, 0.86], [3.50, -0.06, 1.13], [-5.11, -1.38, 4.96], [0.18, 1.49, 1.20], [1.28, -2.12, 0.68], [-0.46, -0.83, -2.20], [1.05, -0.26, -0.92], [-4.11, 0.45, -0.61], [1.19, -0.60, -0.73], [3.31, 2.31, 0.92], [-1.32, -2.35, -3.03], [3.27, -3.72, 1.07], [2.08, -2.74, 2.20], [-0.55, 0.27, 0.72], [-1.38, -0.89, 0.55], [1.39, -5.16, -3.64], [-1.75, -1.11, -2.91], [-1.17, -1.09, 0.49], [-0.45, 0.59, 0.00], [0.33, 2.91, 1.29], [0.58, 0.97, -0.14], [-2.64, 2.48, 0.66], [1.06, 7.29, 1.96], [-2.65, 0.04, -0.20], [-0.84, -1.75, -2.36], [-3.92, 0.87, 4.14], [0.25, 7.57, 0.40], [3.39, -1.32, -4.73], [-0.29, 0.29, 1.01], [1.51, 0.57, 1.34], [-4.14, -6.29, -2.31], [-0.45, 0.56, -0.02], [0.92, 2.17, -0.82], [-0.21, -0.02, -0.38], [0.63, -0.55, 0.01], [3.51, -7.52, -0.49], [0.10, 0.12, 0.03], [0.57, 0.09, 2.81], [-0.83, 5.07, 1.15]]}

{"formula": "C22H49N2P3PtSSe", "method": "ωB97M-V/def2-TZVPD", "multiplicity": 5, "s_squared": 6.03, "e_tot_ha": -4918.6140, "e_above_lowest_kcal_mol": 31.8, "charge": 4, "elements": ["Pt", "P", "P", "P", "H", "C", "C", "H", "C", "C", "C", "C", "C", "C", "C", "C", "C", "H", "H", "H", "H", "H", "H", "H", "H", "H", "H", "H", "H", "H", "H", "H", "H", "H", "H", "H", "H", "H", "H", "H", "H", "H", "H", "H", "H", "H", "C", "C", "C", "C", "C", "C", "Se", "H", "H", "H", "H", "H", "H", "C", "C", "N", "C", "S", "N", "C", "C", "H", "H", "H", "H", "H", "H", "H", "H", "H", "H", "H", "H"], "xyz": [[-0.65466, 0.67753, -0.24721], [1.31391, 1.44360, -1.24212], [-2.70349, 1.74418, -0.06285], [-1.15492, -1.41012, -2.01461], [1.65154, -3.00649, 2.89051], [1.80070, -3.16533, 1.81527], [2.82167, -2.58017, 1.17032], [3.27511, -1.67315, 1.59713], [2.72552, 2.06881, -0.29603], [0.86339, 2.76483, -2.40684], [2.14313, 0.17557, -2.26826], [-4.01180, 0.76988, 0.73901], [-2.62333, 3.35505, 0.78632], [-3.38747, 2.09816, -1.71763], [0.04094, -2.76372, -2.07784], [-1.28798, -0.69594, -3.66914], [-2.69784, -2.17897, -1.54567], [1.16676, -3.92703, 1.35082], [3.15931, -2.90918, 0.17787], [3.27405, 1.21110, 0.11114], [2.38463, 2.71683, 0.51842], [3.39043, 2.65095, -0.95419], [0.27853, 3.52622, -1.88320], [0.27249, 2.37371, -3.24281], [1.79977, 3.20068, -2.77728], [2.46208, -0.66456, -1.64108], [3.02688, 0.65038, -2.71547], [1.49001, -0.18614, -3.06950], [-4.91569, 1.38903, 0.79132], [-3.69535, 0.46052, 1.74396], [-4.21180, -0.13850, 0.15596], [-3.57162, 3.88793, 0.63610], [-1.80207, 3.96596, 0.38845], [-2.45886, 3.20425, 1.85996], [-4.13585, 2.89222, -1.60157], [-3.86439, 1.19906, -2.12128], [-2.60580, 2.42462, -2.41117], [-0.29341, -3.50766, -2.81712], [0.10278, -3.22895, -1.08277], [1.03712, -2.39175, -2.34156], [-1.47578, -1.50898, -4.37815], [-0.37378, -0.16375, -3.95529], [-2.11672, 0.02024, -3.70363], [-2.82140, -3.05545, -2.20591], [-3.54836, -1.49999, -1.68222], [-2.64622, -2.50296, -0.49495], [-2.21693, -3.49784, 2.76989], [-1.17319, -4.43604, 2.98992], [-1.43307, -5.80649, 2.91758], [-2.74605, -6.27139, 2.72658], [-3.79193, -5.35302, 2.54080], [-3.53935, -3.98761, 2.58407], [-2.03645, -1.67681, 2.77062], [-0.03268, -0.33044, -1.43889], [-0.17681, -4.06175, 3.22268], [-0.61414, -6.51291, 3.02190], [-2.96243, -7.34150, 2.75269], [-4.81600, -5.68656, 2.37350], [-4.35335, -3.26454, 2.50480], [1.92239, 5.40878, 2.45989], [1.56603, 4.16173, 3.23763], [1.11707, 3.09006, 2.30959], [1.16154, 1.78238, 2.64837], [0.06260, 0.59770, 2.01899], [2.08945, 1.37407, 3.56729], [3.54272, 1.66699, 3.35136], [4.28708, 1.64285, 4.66882], [2.72124, 5.21810, 1.73476], [2.26957, 6.17557, 3.15475], [1.05083, 5.82178, 1.94043], [2.40584, 3.78074, 3.82504], [0.75223, 4.36894, 3.94872], [0.32426, 3.33570, 1.70475], [1.96578, 0.38741, 3.81837], [3.93667, 0.89365, 2.67384], [3.64538, 2.63515, 2.85344], [4.34597, 0.63113, 5.08418], [5.30946, 1.99138, 4.50427], [3.81987, 2.30039, 5.40842]], "forces_ev_per_a": [[0.89, -0.77, 1.23], [1.08, 0.75, -1.31], [-0.86, 0.80, -0.85], [1.06, 0.13, -0.95], [-0.19, 0.40, -0.47], [0.56, -0.04, -0.20], [-0.90, 0.35, 0.03], [0.36, -0.84, -0.01], [-0.19, 0.14, 0.46], [0.00, -0.09, 0.19], [-0.10, 0.13, 0.10], [0.30, -0.19, 0.21], [0.17, -0.18, 0.13], [0.10, 0.06, 0.20], [0.10, -0.08, 0.23], [-0.27, 0.04, 0.05], [-0.54, 0.14, 0.51], [0.57, -0.08, 0.16], [-0.30, 0.30, 0.38], [-0.06, 0.20, 0.00], [0.29, -0.15, -0.29], [-0.27, -0.29, 0.05], [0.13, 0.02, -0.14], [0.14, 0.07, 0.15], [-0.25, 0.02, -0.08], [0.02, 0.15, -0.10], [-0.15, -0.17, 0.03], [0.23, 0.10, 0.11], [0.09, -0.16, 0.06], [-0.24, 0.28, -0.18], [-0.03, 0.30, 0.07], [0.19, -0.10, 0.06], [-0.26, -0.14, -0.04], [-0.09, 0.02, -0.16], [0.05, -0.18, -0.22], [0.00, 0.16, 0.06], [-0.17, 0.08, 0.16], [0.10, 0.19, 0.20], [-0.02, 0.06, -0.28], [-0.26, -0.16, -0.05], [-0.02, 0.14, -0.03], [-0.18, -0.25, 0.06], [0.07, -0.17, -0.03], [0.06, 0.27, 0.21], [0.20, -0.18, 0.00], [-0.06, 0.00, -0.37], [-0.26, -0.70, 0.33], [0.41, -0.69, -0.07], [0.49, 1.11, 0.15], [-0.11, -0.03, -0.05], [-0.31, 0.98, -0.01], [-0.68, -0.50, -0.17], [0.04, -0.54, 0.23], [-0.93, -0.58, 0.13], [-0.28, -0.32, -0.12], [-0.14, 0.11, 0.15], [0.11, 0.29, -0.09], [0.29, -0.02, 0.15], [0.05, -0.35, -0.09], [0.12, 0.13, -0.06], [0.13, 0.30, 0.31], [-1.03, -1.63, 0.49], [1.13, 1.79, 1.01], [-0.08, -0.28, -0.27], [-0.98, -0.81, -1.72], [0.35, 0.19, 0.20], [0.18, 0.04, 0.17], [-0.10, 0.07, 0.11], [-0.01, -0.05, -0.09], [0.11, -0.07, 0.02], [-0.26, 0.22, -0.22], [0.10, -0.17, -0.23], [0.57, -0.06, 0.29], [-0.01, 0.50, 0.06], [-0.14, 0.20, 0.12], [-0.08, -0.22, 0.07], [-0.06, 0.17, -0.05], [-0.08, -0.08, 0.05], [0.06, -0.08, -0.12]]}

{"formula": "C22H49N2P3SSeTc", "method": "ωB97M-V/def2-TZVPD", "multiplicity": 4, "s_squared": 3.79, "e_tot_ha": -4880.0506, "e_above_lowest_kcal_mol": 24.3, "charge": 4, "elements": ["Tc", "P", "P", "P", "H", "C", "C", "H", "C", "C", "C", "C", "C", "C", "C", "C", "C", "H", "H", "H", "H", "H", "H", "H", "H", "H", "H", "H", "H", "H", "H", "H", "H", "H", "H", "H", "H", "H", "H", "H", "H", "H", "H", "H", "H", "H", "C", "C", "C", "C", "C", "C", "Se", "H", "H", "H", "H", "H", "H", "C", "N", "C", "C", "S", "N", "C", "C", "H", "H", "H", "H", "H", "H", "H", "H", "H", "H", "H", "H"], "xyz": [[0.00635, 0.13924, 0.35511], [0.35315, -0.63472, 2.39504], [-2.26412, 0.21758, 0.61901], [0.09764, 2.36014, 0.67738], [3.99416, -0.10678, -1.81432], [4.06752, 0.47625, -0.90434], [3.15469, 0.36428, 0.07192], [2.18980, -0.15409, -0.10781], [0.21911, -2.44620, 2.76470], [-0.70037, -0.06360, 3.78775], [2.01477, -0.28007, 3.10024], [-3.02812, 0.57485, -1.00409], [-3.07136, -1.34218, 1.17227], [-3.20991, 1.39104, 1.68337], [1.78068, 2.99683, 0.44000], [-0.32688, 3.08735, 2.30557], [-0.85251, 3.36676, -0.51571], [4.92898, 1.14723, -0.77250], [3.37363, 0.79747, 1.04867], [0.59304, -3.02745, 1.91907], [-0.83084, -2.70404, 2.90321], [0.81460, -2.66678, 3.66958], [-1.68832, -0.53291, 3.77178], [-0.83981, 1.01869, 3.80696], [-0.17333, -0.36308, 4.71145], [2.79998, -0.38023, 2.35605], [2.17563, -1.02392, 3.89832], [2.04920, 0.74048, 3.51236], [-4.11454, 0.40829, -0.92234], [-2.61057, -0.07620, -1.78241], [-2.84768, 1.60822, -1.31031], [-4.13640, -1.30331, 0.90395], [-3.00262, -1.46210, 2.25914], [-2.61424, -2.20520, 0.67567], [-4.27580, 1.15488, 1.55087], [-3.05569, 2.43359, 1.38447], [-2.95565, 1.26724, 2.74325], [1.92637, 3.98918, 0.87488], [2.03067, 3.00879, -0.62639], [2.48942, 2.34947, 0.95844], [-0.17581, 4.16732, 2.21972], [0.32946, 2.70775, 3.09742], [-1.36808, 2.92269, 2.60696], [-0.82721, 4.41549, -0.20435], [-1.89756, 3.05439, -0.57320], [-0.39983, 3.29169, -1.51106], [0.33080, 2.54757, -3.86260], [1.40519, 1.80638, -3.34088], [2.57863, 2.44247, -2.98772], [2.71155, 3.82663, -3.14318], [1.62269, 4.58405, -3.57556], [0.43629, 3.94527, -3.95968], [-1.30205, 1.65349, -4.23288], [-1.98881, 2.73430, -3.46623], [1.30954, 0.75110, -3.16843], [3.41490, 1.88806, -2.58279], [3.61746, 4.32696, -2.85165], [1.68074, 5.66937, -3.61378], [-0.42671, 4.51970, -4.25332], [-2.43387, -3.34962, -1.87008], [-1.42256, -3.65482, -0.87003], [-1.79915, -4.56363, 0.21410], [-0.26396, -2.96527, -0.85234], [-0.17413, -1.41478, -1.58050], [0.85081, -3.52267, -0.31638], [1.00803, -4.97669, -0.34121], [2.11523, -2.79575, -0.40271], [-2.83613, -2.34616, -1.74644], [-2.00754, -3.44234, -2.87065], [-3.25273, -4.05502, -1.76623], [-1.57313, -5.60809, -0.04340], [-1.32510, -4.29619, 1.16979], [-2.88752, -4.50585, 0.34802], [0.43054, -5.41621, -1.16100], [2.06650, -5.19836, -0.49261], [0.70705, -5.42493, 0.61214], [2.37319, -2.56976, -1.43738], [2.03661, -1.87802, 0.16806], [2.87604, -3.39551, 0.08181]], "forces_ev_per_a": [[1.13, -1.96, -4.51], [0.11, -0.58, 4.46], [-3.44, 0.20, 0.74], [0.03, 3.04, 2.45], [-0.07, 0.31, -0.23], [-0.52, -0.23, 0.83], [1.02, 0.54, -0.54], [0.67, -0.07, 0.12], [0.13, 0.15, -0.97], [0.02, 0.27, 0.06], [0.10, 0.28, -0.22], [0.14, -0.25, -0.50], [0.52, -0.33, -0.29], [0.45, 0.15, 0.03], [0.60, -0.26, -0.01], [-0.17, 0.21, -0.10], [-0.23, -0.36, -0.24], [-0.13, -0.73, 0.06], [-0.33, -0.11, -0.50], [0.10, -0.08, 0.28], [0.05, -0.02, 0.17], [-0.43, 0.16, -0.40], [0.22, -0.04, 0.03], [0.14, -0.16, 0.03], [-0.30, 0.05, -0.32], [0.02, -0.23, 0.25], [-0.06, 0.42, -0.24], [-0.05, -0.34, -0.10], [0.34, 0.10, 0.05], [-0.23, 0.08, 0.25], [-0.17, -0.18, 0.16], [0.27, 0.16, 0.00], [0.06, 0.09, -0.23], [-0.14, 0.18, 0.19], [0.30, -0.05, -0.04], [-0.06, -0.22, 0.09], [-0.09, 0.05, -0.29], [-0.50, 0.09, -0.12], [0.00, -0.02, 0.32], [-0.23, 0.36, -0.16], [0.01, -0.05, 0.12], [-0.02, 0.07, -0.27], [0.34, 0.01, -0.15], [0.11, -0.12, 0.09], [0.17, 0.23, 0.07], [-0.05, -0.02, 0.21], [-0.37, -0.41, 0.11], [0.79, -0.10, -0.03], [-0.05, -0.12, -0.27], [-0.54, 0.07, 0.07], [-0.96, -0.12, -0.53], [0.51, 0.71, 0.60], [0.76, 0.90, 0.61], [-0.27, -0.20, -0.74], [0.00, -0.43, -0.20], [-0.20, 0.00, -0.17], [0.32, 0.08, -0.04], [0.03, -0.20, -0.11], [-0.03, 0.24, -0.26], [-0.23, 0.06, -0.43], [0.96, 0.87, 0.38], [-0.28, -0.87, 0.22], [0.25, -2.16, 0.78], [0.05, 1.02, 0.17], [-0.78, 0.61, -1.21], [0.01, -0.88, 0.28], [-0.20, 0.03, 0.58], [-0.08, 0.09, 0.04], [-0.13, -0.01, 0.06], [0.05, -0.09, -0.06], [-0.05, 0.29, 0.22], [0.00, -0.08, -0.47], [0.30, 0.07, -0.05], [0.13, 0.08, 0.18], [-0.26, -0.04, -0.05], [0.05, -0.01, -0.23], [0.15, -0.04, 0.02], [0.09, -0.09, 0.01], [0.17, -0.05, -0.12]]}